1.
{
  "formula": "CH6NPS",
  "method": "ωB97M-V with the def2-TZVPD basis set",
  "species": ["C", "N", "P", "S", "H", "H", "H", "H", "H", "H"],
  "positions_angstrom": [[0.000, 0.512, -1.371], [0.117, 0.972, 1.184], [1.197, -1.965, 0.477], [-0.123, -0.294, 0.304], [0.084, -0.209, -2.159], [-0.951, 1.028, -1.504], [0.673, 1.250, -1.236], [0.067, 0.756, 2.168], [1.449, -1.763, 1.867], [-2.513, -0.286, 0.269]],
  "mulliken_charge": [-0.77, -0.58, -0.08, 0.16, 0.36, 0.28, 0.33, 0.22, 0.03, 0.05],
  "energy_ev": -22742.154,
  "charge": 0,
  "homo_lumo_gap_ha": [0.268, 0.232],
  "homo_energy_ev": [-8.1, -7.9],
  "spin_multiplicity": 1
}

2.
{
  "formula": "F4NP",
  "method": "ωB97M-V with the def2-TZVPD basis set",
  "species": ["N", "F", "F", "F", "F", "P"],
  "positions_angstrom": [[0.677, -0.266, 0.058], [0.457, -1.446, -0.982], [1.910, 0.071, -0.418], [-0.584, 1.413, 1.186], [-1.672, -0.506, 0.379], [-0.789, 0.733, -0.223]],
  "lowdin_spin": [1.06, 0.56, 0.15, 0.04, 0.02, 0.17],
  "energy_ev": -21643.054,
  "charge": 0,
  "homo_lumo_gap_ha": [0.302, 0.333],
  "homo_energy_ev": [-8.3, -12.4],
  "spin_multiplicity": 3,
  "s_squared": 2.011
}

3.
{
  "formula": "C24H40Cl16F3O2PS",
  "method": "ωB97M-V with the def2-TZVPD basis set",
  "species": ["C", "C", "C", "P", "C", "C", "C", "S", "C", "C", "C", "C", "C", "C", "C", "C", "C", "C", "O", "C", "C", "C", "O", "C", "F", "F", "F", "H", "H", "H", "H", "H", "H", "H", "H", "H", "H", "H", "H", "H", "H", "H", "H", "H", "H", "H", "H", "H", "H", "H", "H", "H", "H", "H", "H", "H", "H", "H", "H", "H", "H", "H", "H", "H", "H", "H", "H", "Cl", "C", "Cl", "Cl", "Cl", "Cl", "C", "Cl", "Cl", "Cl", "Cl", "C", "Cl", "Cl", "Cl", "Cl", "C", "Cl", "Cl", "Cl"],
  "positions_angstrom": [[2.700, -3.957, 2.934], [2.371, -4.451, 1.725], [1.479, -3.607, 0.861], [2.080, -1.836, 0.691], [0.580, -1.117, 1.624], [-0.699, -0.885, 0.804], [-1.080, -2.041, -0.130], [-2.261, -1.634, -1.443], [1.873, -0.664, -0.761], [2.221, 0.762, -0.229], [1.219, 1.906, -0.455], [0.526, 1.998, -1.800], [-0.285, 3.317, -1.769], [-1.479, 3.305, -0.838], [-2.798, 2.922, -1.504], [-3.945, 3.075, -0.523], [-3.924, 2.023, 0.573], [-5.022, 0.994, 0.398], [-5.317, 0.777, -0.942], [-6.057, -0.383, -1.154], [3.750, -2.441, -0.095], [3.637, -3.416, -1.254], [4.003, -4.716, -0.898], [4.539, -3.011, -2.440], [5.688, -2.567, -2.078], [3.925, -2.207, -3.251], [4.789, -4.098, -3.133], [3.715, -3.669, 3.128], [1.970, -3.795, 3.702], [2.755, -5.399, 1.412], [1.221, -4.085, -0.068], [0.536, -3.566, 1.390], [2.891, -1.357, 1.766], [0.883, -0.154, 2.017], [0.315, -1.671, 2.510], [-0.702, 0.026, 0.228], [-1.523, -0.748, 1.493], [-1.470, -2.874, 0.428], [-0.214, -2.388, -0.656], [-1.501, -1.007, -2.357], [0.934, -0.722, -1.284], [2.610, -0.849, -1.514], [2.458, 0.738, 0.819], [3.133, 1.070, -0.716], [1.801, 2.812, -0.348], [0.526, 1.905, 0.368], [1.190, 1.951, -2.643], [-0.205, 1.198, -1.829], [0.406, 4.035, -1.352], [-0.547, 3.610, -2.771], [-1.653, 4.289, -0.438], [-1.342, 2.667, 0.018], [-2.921, 3.578, -2.349], [-2.738, 1.889, -1.818], [-4.864, 3.019, -1.076], [-3.934, 4.057, -0.074], [-4.111, 2.497, 1.521], [-2.982, 1.501, 0.621], [-4.721, 0.081, 0.899], [-5.913, 1.358, 0.910], [-6.040, -1.041, -0.301], [-5.711, -0.876, -2.039], [-7.094, -0.106, -1.313], [4.338, -2.941, 0.664], [4.376, -1.619, -0.410], [2.639, -3.393, -1.673], [3.412, -5.296, -1.366], [5.384, 0.522, -2.700], [6.542, 0.462, -4.038], [8.140, 0.927, -3.447], [6.613, -1.174, -4.699], [6.031, 1.585, -5.302], [-3.539, -5.415, -5.215], [-3.837, -5.790, -3.515], [-3.424, -4.386, -2.523], [-5.544, -6.194, -3.293], [-2.840, -7.170, -3.034], [-1.713, 4.078, 4.868], [-0.675, 3.840, 3.462], [1.015, 4.045, 3.938], [-0.911, 2.205, 2.832], [-1.085, 5.032, 2.222], [-0.037, 7.165, 9.522], [-0.916, 6.932, 8.007], [-0.113, 5.696, 7.038], [-2.569, 6.415, 8.360], [-0.954, 8.451, 7.109]],
  "mulliken_charge": [-0.74, -0.47, -1.13, 0.67, -1.95, 0.99, -0.62, -0.33, -0.35, -1.53, -0.19, 0.26, -1.64, 0.50, -0.79, -1.10, 1.06, -0.81, -0.23, -0.83, -1.89, -0.15, -0.58, 0.78, -0.21, -0.22, -0.37, 0.25, 0.32, 0.37, 0.69, 0.76, -0.31, 0.63, 0.72, -0.67, 0.89, 0.58, -0.24, 0.09, 0.36, 0.60, 0.48, 0.18, 0.82, -0.56, 0.60, -0.29, 0.50, 0.46, 0.44, -0.38, 0.48, 0.25, 0.41, 0.57, 0.19, -0.98, 0.42, 0.33, 0.36, 0.23, 0.30, 0.71, 0.72, 0.33, 0.40, -0.03, 0.28, -0.10, -0.08, -0.10, -0.10, 0.30, -0.01, -0.11, -0.11, -0.10, 0.31, -0.13, -0.05, -0.10, -0.10, 0.33, -0.03, -0.11, -0.10],
  "energy_ev": -258259.792,
  "charge": 0,
  "homo_lumo_gap_ha": 0.285,
  "homo_energy_ev": -7.8,
  "spin_multiplicity": 1,
  "smiles": "C=CC[PH](CCCS)(CCCCCCCCCCOC)C[C@H](O)C(F)(F)F.ClC(Cl)(Cl)Cl.ClC(Cl)(Cl)Cl.ClC(Cl)(Cl)Cl.ClC(Cl)(Cl)Cl"
}

4.
{
  "formula": "CH2N3",
  "method": "ωB97M-V with the def2-TZVPD basis set",
  "species": ["C", "N", "N", "N", "H", "H"],
  "positions_angstrom": [[-0.443, -0.387, -0.028], [1.393, 0.024, -0.106], [2.473, 0.041, 0.071], [-1.340, 0.396, 0.065], [-0.342, -1.384, 0.198], [-1.742, 1.310, -0.200]],
  "mulliken_charge": [0.16, 0.19, 0.01, -0.09, 0.36, 0.37],
  "energy_ev": -5529.874,
  "charge": 1,
  "homo_lumo_gap_ha": 0.463,
  "homo_energy_ev": -18.7,
  "spin_multiplicity": 1
}

5.
{
  "formula": "C12H17P",
  "method": "ωB97M-V with the def2-TZVPD basis set",
  "species": ["C", "C", "C", "C", "C", "C", "C", "C", "C", "C", "C", "C", "P", "H", "H", "H", "H", "H", "H", "H", "H", "H", "H", "H", "H", "H", "H", "H", "H", "H"],
  "positions_angstrom": [[-0.808, 1.038, 4.622], [-0.944, -0.183, 3.979], [-0.614, 2.194, 3.885], [-0.882, -0.246, 2.600], [-0.544, 2.133, 2.504], [-0.669, 0.911, 1.861], [-1.798, -0.334, -0.462], [1.012, -0.056, -0.230], [-0.200, -1.096, -2.122], [1.060, -0.379, -1.726], [-0.270, -2.572, -1.906], [1.233, 0.906, -2.525], [-0.608, 0.742, 0.053], [-0.858, 1.088, 5.700], [-1.100, -1.084, 4.554], [-0.513, 3.145, 4.385], [-1.012, -1.184, 2.077], [-0.393, 3.034, 1.923], [-2.588, 0.066, -1.088], [0.993, -0.974, 0.368], [1.849, 0.563, 0.109], [-0.664, -0.752, -3.037], [1.922, -1.038, -1.906], [0.309, -3.096, -2.672], [-1.295, -2.922, -1.966], [0.131, -2.850, -0.935], [2.069, 1.492, -2.145], [0.325, 1.507, -2.447], [1.415, 0.690, -3.575], [-0.282, 2.097, -0.224]],
  "mulliken_charge": [-0.42, -0.59, -0.53, -0.36, -0.46, 0.38, -0.96, -1.08, -0.23, 0.46, -1.40, -1.65, 0.79, 0.37, 0.38, 0.38, 0.37, 0.28, 0.31, 0.39, 0.43, 0.47, 0.45, 0.41, 0.38, 0.24, 0.38, 0.35, 0.44, 0.03],
  "energy_ev": -22004.435,
  "charge": 0,
  "homo_lumo_gap_ha": [0.306, 0.306],
  "homo_energy_ev": [-7.6, -7.6],
  "spin_multiplicity": 1
}

6.
{
  "formula": "C5H9N",
  "method": "ωB97M-V with the def2-TZVPD basis set",
  "species": ["C", "C", "C", "N", "C", "C", "H", "H", "H", "H", "H", "H", "H", "H", "H"],
  "positions_angstrom": [[0.844, 2.107, 1.992], [0.691, 0.978, 1.310], [-0.066, 0.874, 0.025], [0.146, -0.334, -0.730], [-0.814, -1.317, -0.841], [-0.895, -2.289, -1.763], [1.189, 2.096, 3.021], [0.690, 3.090, 1.566], [0.919, 0.063, 1.848], [0.241, 1.712, -0.625], [-1.142, 0.993, 0.113], [1.072, -0.627, -1.005], [-1.708, -1.125, -0.257], [-0.099, -2.368, -2.495], [-1.751, -2.937, -1.723]],
  "mulliken_charge": [-0.78, -0.02, -0.50, -0.22, 0.05, -0.82, 0.25, 0.27, 0.26, 0.30, 0.27, 0.22, 0.22, 0.26, 0.25],
  "energy_ev": -6819.209,
  "charge": 0,
  "homo_lumo_gap_ha": 0.331,
  "homo_energy_ev": -7.8,
  "spin_multiplicity": 1,
  "smiles": "C=CCNC=C"
}

7.
{
  "formula": "C36H30F4N5OPtSi",
  "method": "ωB97M-V with the def2-TZVPD basis set",
  "species": ["Pt", "C", "C", "C", "C", "C", "C", "C", "C", "C", "H", "H", "H", "H", "H", "H", "H", "H", "H", "H", "H", "H", "C", "Si", "C", "C", "N", "C", "C", "C", "C", "C", "C", "O", "C", "C", "C", "C", "C", "C", "H", "H", "H", "H", "H", "H", "H", "H", "H", "H", "H", "H", "H", "H", "H", "H", "H", "H", "F", "C", "C", "F", "C", "C", "C", "F", "C", "C", "C", "N", "C", "N", "F", "C", "C", "N", "C", "N"],
  "positions_angstrom": [[0.412, 1.496, -0.187], [4.291, 0.575, -0.490], [3.279, 1.517, 0.061], [3.188, 1.780, 1.417], [2.284, 2.729, 1.919], [2.260, 3.060, 3.369], [1.476, 3.466, 1.021], [1.648, 3.347, -0.375], [1.154, 4.397, -1.321], [2.432, 2.249, -0.834], [5.200, 1.136, -0.732], [3.954, 0.111, -1.417], [4.572, -0.186, 0.234], [3.868, 1.284, 2.100], [2.900, 3.934, 3.535], [2.655, 2.251, 3.979], [1.264, 3.337, 3.714], [0.885, 4.288, 1.406], [1.937, 5.153, -1.420], [0.264, 4.904, -0.951], [0.970, 4.001, -2.319], [2.650, 2.179, -1.894], [-1.884, 2.148, -2.154], [-2.812, 1.627, -0.581], [-4.028, 0.273, -1.043], [-3.449, 3.163, 0.285], [-1.472, 0.978, 0.483], [-1.752, 0.206, 1.508], [-3.117, 0.047, 1.950], [-3.454, -0.818, 2.933], [-2.457, -1.635, 3.535], [-1.128, -1.503, 3.191], [-0.741, -0.560, 2.248], [0.516, -0.376, 1.895], [1.563, -0.875, 2.699], [1.709, -0.460, 4.018], [2.747, -0.977, 4.772], [3.633, -1.889, 4.206], [3.483, -2.279, 2.880], [2.446, -1.770, 2.117], [-2.612, 2.387, -2.933], [-0.364, 1.584, -3.524], [-1.318, 3.063, -1.964], [-4.257, 0.323, -2.109], [-4.978, 0.386, -0.516], [-3.648, -0.726, -0.818], [-4.055, 3.748, -0.409], [-2.645, 3.801, 0.654], [-4.085, 2.906, 1.135], [-3.886, 0.649, 1.485], [-4.486, -0.902, 3.245], [-2.739, -2.375, 4.274], [-0.385, -2.142, 3.643], [1.027, 0.272, 4.437], [2.872, -0.664, 5.800], [4.443, -2.294, 4.798], [4.167, -2.998, 2.449], [2.285, -2.088, 1.093], [-1.691, -1.788, -5.715], [-1.381, -2.288, -4.538], [-1.114, -3.619, -4.456], [-1.197, -4.340, -5.542], [-0.707, -4.242, -3.226], [-0.614, -3.359, -2.096], [-0.877, -2.036, -2.193], [-0.874, -1.314, -1.060], [-1.256, -1.402, -3.413], [-1.514, -0.034, -3.518], [-0.901, 1.068, -2.683], [0.129, 0.709, -1.848], [-2.307, 0.477, -4.581], [-2.991, 0.982, -5.357], [-0.294, -3.834, -0.908], [-0.427, -5.593, -3.137], [0.072, -6.191, -1.946], [0.490, -6.668, -0.987], [-0.573, -6.496, -4.223], [-0.655, -7.269, -5.072]],
  "mulliken_charge": [1.23, -1.76, 0.86, -0.15, 1.34, -1.78, -1.49, 0.51, -1.45, -0.68, 0.39, 0.43, 0.38, 0.49, 0.42, 0.35, 0.46, 0.58, 0.39, 0.43, 0.38, 0.68, -1.27, 0.07, -1.18, -1.20, 0.06, 1.37, -0.62, -1.09, -0.54, -0.91, 0.34, 0.02, -0.32, -0.08, -0.91, -0.62, -0.72, -0.25, 1.00, 0.49, 0.24, 0.55, 0.51, 0.33, 0.40, 0.36, 0.40, 0.37, 0.50, 0.49, 0.67, 0.71, 0.50, 0.49, 0.52, 0.60, -0.28, -0.27, 0.32, -0.25, -0.04, 0.50, -0.47, 0.14, 1.16, -0.26, 1.33, -0.57, -0.84, -0.49, -0.29, 1.13, -0.16, -0.41, -0.21, -0.31],
  "energy_ev": -69277.334,
  "charge": 3,
  "homo_lumo_gap_ha": [0.132, 0.132],
  "homo_energy_ev": [-15.8, -15.8],
  "spin_multiplicity": 1
}

8.
{
  "formula": "C5H14S",
  "method": "ωB97M-V with the def2-TZVPD basis set",
  "species": ["C", "C", "C", "H", "H", "H", "H", "H", "H", "H", "H", "C", "S", "C", "H", "H", "H", "H", "H", "H"],
  "positions_angstrom": [[1.310, 1.229, 1.097], [1.780, 0.505, -0.145], [2.221, -0.910, 0.225], [0.328, 0.781, 1.384], [1.117, 2.324, 0.836], [2.238, 1.138, 1.800], [2.771, 0.991, -0.560], [1.045, 0.464, -0.913], [2.690, -1.336, -0.659], [2.995, -0.759, 0.968], [1.421, -1.521, 0.606], [-2.620, -0.524, 0.822], [-1.728, 0.729, -0.182], [-1.759, -0.155, -1.869], [-2.231, -1.515, 0.632], [-3.607, -0.292, 0.543], [-2.538, -0.210, 1.839], [-0.723, -0.487, -2.202], [-2.417, -1.046, -1.764], [-2.294, 0.594, -2.456]],
  "mulliken_charge": [-0.80, -0.10, -1.16, 0.05, 0.24, 0.36, 0.23, 0.13, 0.33, 0.36, 0.29, -0.91, -0.09, -0.78, 0.28, 0.35, 0.36, 0.27, 0.30, 0.28],
  "energy_ev": -16246.138,
  "charge": 0,
  "homo_lumo_gap_ha": 0.347,
  "homo_energy_ev": -8.5,
  "spin_multiplicity": 1,
  "smiles": "CCC.CSC"
}